(1)
146
Properties=species:S:1:pos:R:3 method="wB97M-V/def2-TZVPD" lumo_ev=0.1 energy_ev=-418069.615 gap_ev=8.51
C 3.673 2.860 0.259
C 3.402 3.855 1.390
C 2.424 3.462 2.504
F 1.607 4.563 2.735
C 1.566 2.243 2.326
C 2.322 0.915 2.383
C 3.722 0.982 3.003
C 4.521 -0.292 2.616
C 5.849 0.132 1.991
S 7.117 -1.151 2.163
C 7.646 -1.579 0.566
N 8.516 -1.093 -0.185
N 8.518 -1.867 -1.333
C 7.651 -2.741 -1.180
O 7.036 -2.634 0.005
O 0.747 2.236 1.145
C -0.481 2.862 1.239
O -0.674 3.755 0.160
B 0.410 3.885 -0.683
O 0.728 2.944 -1.652
O 1.142 5.027 -0.633
C -1.723 1.831 1.173
O -2.101 1.753 -0.136
C -3.484 1.736 -0.452
O -3.584 0.976 -1.670
B -2.339 0.783 -2.264
O -1.680 -0.438 -2.085
O -1.805 1.743 -3.036
B -4.005 3.219 -0.792
O -3.448 3.951 -1.782
O -5.012 3.743 -0.039
S -1.064 0.123 1.580
C -1.098 -0.032 3.371
C -0.811 -1.474 3.617
O 0.289 -1.950 3.461
O -1.868 -2.244 3.992
C -1.814 -3.538 3.375
C -1.773 -3.491 1.841
C -0.498 -4.108 1.299
O -2.872 -4.249 1.279
C -3.984 -3.534 0.908
O -5.034 -3.738 1.462
C -3.893 -2.521 -0.218
S -5.431 -2.423 -1.164
P -2.982 2.509 2.386
C -4.172 1.155 2.829
O -2.181 2.791 3.816
H 4.533 2.249 0.487
H 3.932 3.392 -0.647
H 2.861 2.181 0.031
H 4.351 4.081 1.865
H 3.074 4.796 0.980
H 2.976 3.337 3.427
H 0.883 2.234 3.174
H 1.769 0.131 2.880
H 2.443 0.578 1.361
H 3.655 0.985 4.086
H 4.305 1.820 2.652
H 4.697 -0.915 3.482
H 3.990 -0.856 1.864
H 5.682 0.433 0.965
H 6.227 0.988 2.533
H 7.336 -3.521 -1.840
H -0.571 3.484 2.120
H 1.542 2.482 -1.429
H 1.709 5.069 -1.410
H -4.126 1.205 0.247
H -1.977 -1.029 -2.792
H -0.930 1.448 -3.320
H -2.486 3.858 -1.778
H -4.761 4.623 0.284
H -2.055 0.190 3.821
H -0.336 0.518 3.912
H -1.010 -4.150 3.756
H -2.725 -4.048 3.652
H -1.828 -2.469 1.468
H 0.364 -3.489 1.489
H -0.374 -5.116 1.678
H -0.609 -4.176 0.223
H -3.671 -1.541 0.194
H -3.086 -2.728 -0.906
H -6.313 -1.851 -0.343
H -5.158 1.581 2.685
H -4.087 0.864 3.872
H -4.052 0.296 2.185
H -2.624 2.308 4.523
C 4.770 -5.010 -1.289
Cl 3.353 -4.115 -1.842
Cl 5.906 -5.388 -2.600
H 5.286 -4.413 -0.545
H 4.435 -5.942 -0.851
C -7.109 5.745 2.125
Cl -5.752 6.542 1.315
Cl -6.627 4.236 2.904
H -7.494 6.415 2.883
H -7.873 5.530 1.388
C -5.039 -1.449 -4.857
Cl -3.519 -2.074 -5.519
Cl -6.440 -1.946 -5.822
H -5.156 -1.823 -3.849
H -4.989 -0.366 -4.848
C 6.261 0.410 -4.250
Cl 5.485 -1.135 -4.606
Cl 5.206 1.459 -3.296
H 7.175 0.230 -3.694
H 6.481 0.905 -5.188
C 0.359 -3.672 -3.934
Cl -0.328 -3.252 -5.507
Cl 0.254 -2.328 -2.789
H -0.189 -4.514 -3.530
H 1.402 -3.932 -4.069
C 10.149 0.543 3.099
Cl 11.320 1.304 4.186
Cl 9.199 1.741 2.217
H 10.684 -0.064 2.382
H 9.473 -0.070 3.682
C 13.470 0.926 0.611
Cl 14.721 0.402 -0.521
Cl 11.866 0.356 0.130
H 13.700 0.529 1.592
H 13.458 2.009 0.639
C -8.956 -1.095 1.982
Cl -8.637 -1.097 0.245
Cl -8.872 0.537 2.664
H -9.948 -1.509 2.141
H -8.212 -1.715 2.471
C -10.127 -4.815 1.047
Cl -10.521 -4.537 -0.649
Cl -10.878 -3.601 2.102
H -10.493 -5.792 1.336
H -9.051 -4.761 1.170
C 8.352 3.354 -1.086
Cl 8.317 2.858 -2.779
Cl 6.711 3.588 -0.460
H 8.842 2.587 -0.497
H 8.895 4.288 -1.016
C -8.873 -4.230 -8.331
Cl -8.545 -4.228 -10.067
Cl -8.804 -2.603 -7.646
H -9.865 -4.634 -8.165
H -8.129 -4.844 -7.837
C -7.573 0.916 -3.203
Cl -7.521 -0.819 -2.891
Cl -7.248 1.852 -1.756
H -6.826 1.157 -3.951
H -8.561 1.171 -3.566

***

(2)
113
Properties=species:S:1:pos:R:3 method="wB97M-V/def2-TZVPD" lumo_ev=-2.7 total_charge=+1 energy_ev=-96661.925 gap_ev=8.56
C -2.691 -0.671 -1.291
C -1.439 -0.482 -0.434
Cl -0.739 -2.087 -0.098
C -0.414 0.426 -1.137
C -0.266 1.907 -0.710
C 0.658 2.555 -1.783
C 0.204 3.897 -2.358
C -0.750 3.768 -3.528
F -0.617 4.872 -4.359
O -1.506 2.564 -0.841
C -2.463 2.418 0.180
C -1.948 2.615 1.597
C -3.016 2.144 2.589
C -4.183 3.163 2.678
C -5.572 2.497 2.712
C -6.210 2.343 1.347
O -5.734 1.093 0.797
C -5.965 0.945 -0.529
O -5.538 1.691 -1.363
N -0.618 1.899 1.854
P -0.079 2.327 3.548
O -0.632 1.311 4.427
O -0.701 3.761 3.762
O 1.483 2.463 3.551
C 0.370 2.133 0.702
S 0.753 3.942 0.892
C 1.671 1.327 0.855
C 1.542 -0.053 1.478
O 0.953 -0.219 2.522
O 2.171 -1.012 0.842
H -2.499 -1.463 -2.009
H -3.547 -0.945 -0.687
H -2.895 0.232 -1.867
H -1.781 -0.115 0.527
H 0.548 -0.079 -1.171
H -0.736 0.487 -2.174
H 0.719 1.862 -2.619
H 1.675 2.648 -1.415
H -0.187 4.572 -1.606
H 1.093 4.384 -2.763
H -0.503 2.880 -4.114
H -1.787 3.672 -3.214
H -3.017 1.490 0.082
H -3.193 3.206 0.013
H -1.790 3.680 1.736
H -3.420 1.202 2.221
H -2.621 2.006 3.587
H -4.121 3.909 1.888
H -4.058 3.712 3.608
H -5.448 1.506 3.144
H -6.236 3.061 3.361
H -7.293 2.304 1.430
H -5.915 3.167 0.702
H -6.557 0.055 -0.752
H -0.830 0.897 1.935
H -0.104 4.489 3.544
H 1.834 3.356 3.461
H 2.073 3.856 0.730
H 2.159 1.240 -0.110
H 2.364 1.885 1.473
H 2.510 -0.738 -0.031
C 4.013 -2.153 -3.572
C 5.162 -1.303 -3.014
C 4.455 -0.522 -1.920
O 3.409 -1.361 -1.431
C 3.221 -2.485 -2.315
H 4.335 -3.043 -4.100
H 3.404 -1.553 -4.251
H 5.930 -1.949 -2.584
H 5.635 -0.658 -3.751
H 4.007 0.395 -2.322
H 5.109 -0.247 -1.095
H 3.606 -3.379 -1.822
H 2.157 -2.624 -2.498
C -7.141 -2.991 2.490
C -6.489 -1.874 3.305
C -5.046 -1.949 2.825
O -5.098 -2.389 1.466
C -6.413 -2.864 1.159
H -8.219 -2.889 2.389
H -6.931 -3.960 2.946
H -6.928 -0.910 3.037
H -6.579 -2.003 4.381
H -4.467 -2.670 3.410
H -4.534 -0.984 2.863
H -6.910 -2.135 0.508
H -6.332 -3.808 0.621
C 3.349 -7.483 -3.199
C 4.319 -7.289 -4.364
C 3.779 -6.017 -5.002
O 3.214 -5.239 -3.940
C 3.107 -6.046 -2.760
H 3.744 -8.104 -2.398
H 2.420 -7.932 -3.554
H 5.331 -7.127 -3.989
H 4.344 -8.127 -5.057
H 2.992 -6.242 -5.729
H 4.549 -5.427 -5.501
H 3.869 -5.724 -2.040
H 2.124 -5.891 -2.315
C 6.243 2.374 2.736
C 6.115 0.874 2.466
C 4.856 0.826 1.617
O 4.802 2.054 0.885
C 5.775 2.969 1.413
H 7.250 2.687 3.002
H 5.569 2.669 3.544
H 6.972 0.523 1.890
H 6.039 0.268 3.366
H 3.960 0.759 2.247
H 4.849 -0.011 0.921
H 6.599 3.054 0.700
H 5.314 3.951 1.523

***

(3)
157
Properties=species:S:1:pos:R:3 method="wB97M-V/def2-TZVPD" lumo_ev=-2.6 total_charge=+1 energy_ev=-262183.982 gap_ev=9.58
C -3.939 2.238 0.129
C -2.441 1.714 -0.279
O -1.438 2.627 0.289
B -0.177 2.525 -0.460
O -0.219 3.110 -1.811
C 1.194 1.855 0.126
S 2.282 3.390 0.319
C 2.975 3.978 -1.319
O 1.317 4.502 0.766
O 3.318 3.248 1.411
C 0.728 1.143 1.534
C 0.419 2.078 2.809
Cl -1.044 1.282 3.673
C 1.611 2.163 3.899
C 1.101 2.113 5.450
N 1.624 -0.079 1.733
C 1.529 -0.759 0.365
C 2.616 -1.945 0.432
C 1.934 -3.140 1.316
C 2.439 -3.026 2.837
N 1.477 -2.705 3.915
O 3.676 -3.179 3.104
C 1.851 0.550 -0.587
N 3.318 0.737 -0.314
C 4.035 0.796 -1.415
O 4.791 0.583 -2.401
S 1.274 -0.013 -2.263
C -0.549 -0.531 -2.295
O 1.399 1.063 -3.340
O 2.026 -1.250 -2.780
H -4.739 1.784 -0.589
H -4.217 1.859 1.196
H -4.013 3.385 0.056
H -2.374 0.639 0.144
H -2.436 1.699 -1.438
H -0.651 2.468 -2.439
H 2.255 3.781 -2.209
H 4.048 3.591 -1.522
H 3.055 5.135 -1.225
H -0.299 0.607 1.388
H 0.072 3.143 2.561
H 2.156 3.189 3.800
H 2.428 1.362 3.794
H 0.217 2.840 5.651
H 1.959 2.498 6.141
H 0.858 1.052 5.818
H 1.156 -0.612 2.495
H 2.580 0.078 2.104
H 0.439 -1.145 0.292
H 2.839 -2.419 -0.607
H 3.650 -1.620 0.845
H 0.781 -3.073 1.211
H 2.238 -4.143 0.808
H 1.982 -2.375 4.756
H 0.829 -3.483 4.114
H -0.975 -0.437 -1.232
H -1.130 0.165 -3.027
H -0.626 -1.644 -2.622
C -2.735 -5.497 -0.621
C -1.564 -4.908 -1.392
O -1.745 -3.492 -1.316
S -2.452 -3.125 0.101
O -1.423 -2.727 1.025
O -3.610 -2.325 -0.166
O -2.934 -4.622 0.493
H -3.647 -5.492 -1.224
H -2.534 -6.513 -0.278
H -1.541 -5.238 -2.431
H -0.612 -5.153 -0.912
C -8.445 4.795 -1.972
C -8.427 4.274 -0.542
O -8.418 2.853 -0.665
S -7.611 2.443 -2.014
O -6.263 2.108 -1.648
O -8.443 1.578 -2.795
O -7.596 3.912 -2.706
H -9.449 4.738 -2.401
H -8.079 5.821 -2.042
H -9.293 4.606 0.032
H -7.511 4.575 -0.024
C -1.158 0.340 -7.777
C -0.991 -0.288 -6.400
O -2.186 0.039 -5.694
S -3.422 0.112 -6.748
O -4.116 -1.142 -6.713
O -4.082 1.373 -6.585
O -2.535 0.161 -8.110
H -0.952 1.413 -7.748
H -0.520 -0.132 -8.526
H -0.116 0.092 -5.872
H -0.928 -1.378 -6.470
C 0.216 6.661 7.787
C 1.481 6.396 8.591
O 1.128 5.358 9.505
S 0.023 4.392 8.810
O 0.702 3.251 8.263
O -1.100 4.279 9.692
O -0.378 5.378 7.583
H -0.489 7.277 8.352
H 0.429 7.139 6.829
H 1.826 7.280 9.127
H 2.285 6.023 7.950
C -1.415 -10.626 -0.693
C -2.635 -11.112 -1.461
O -3.702 -10.262 -1.039
S -3.106 -8.791 -0.706
O -3.310 -7.953 -1.854
O -3.526 -8.419 0.614
O -1.537 -9.203 -0.653
H -1.422 -10.997 0.336
H -0.481 -10.915 -1.177
H -2.869 -12.157 -1.252
H -2.503 -10.978 -2.539
C 1.016 -1.683 9.237
C 1.708 -0.430 8.722
O 3.022 -0.855 8.359
S 2.956 -2.391 7.836
O 2.904 -2.375 6.400
O 3.914 -3.161 8.570
O 1.472 -2.742 8.392
H 1.321 -1.910 10.262
H -0.072 -1.602 9.192
H 1.752 0.360 9.473
H 1.216 -0.048 7.822
C 5.477 5.203 -6.226
C 6.436 4.602 -5.209
O 6.465 5.535 -4.129
S 5.012 6.249 -4.010
O 4.257 5.570 -2.991
O 5.203 7.669 -4.019
O 4.431 5.794 -5.456
H 5.962 5.994 -6.806
H 5.072 4.452 -6.906
H 7.436 4.454 -5.616
H 6.057 3.651 -4.823
C 9.629 8.705 -6.313
C 10.887 8.446 -5.496
O 10.527 7.412 -4.580
S 9.430 6.440 -5.282
O 10.115 5.298 -5.817
O 8.294 6.329 -4.409
O 9.039 7.420 -6.517
H 8.917 9.323 -5.758
H 9.850 9.179 -7.271
H 11.225 9.334 -4.960
H 11.698 8.072 -6.127
C -8.921 -10.790 0.433
C -8.230 -9.529 -0.066
O -6.917 -9.949 -0.439
S -6.985 -11.478 -0.984
O -7.042 -11.442 -2.417
O -6.024 -12.259 -0.262
O -8.468 -11.836 -0.427
H -8.612 -11.031 1.454
H -10.008 -10.708 0.393
H -8.183 -8.750 0.696
H -8.725 -9.135 -0.959